(1)
Molecular formula: C20H23FN5O
Method: DFT, ωB97M-V with the def2-TZVPD basis set

```
50
Properties=species:S:1:pos:R:3:forces:R:3
C 0.405 -1.965 2.230 0.4355 -0.2245 0.8016
N -0.107 -1.716 0.873 -0.2306 -0.2587 -0.3396
C -1.576 -1.816 0.820 -0.7977 -0.2143 -0.0088
C -2.367 -0.887 1.476 0.2558 -0.0217 -0.0034
C -3.745 -1.005 1.400 0.0365 -0.0239 -0.0229
C -4.321 -2.038 0.679 0.0131 0.0098 -0.0197
C -3.519 -2.961 0.028 0.0618 0.0202 0.0625
C -2.140 -2.854 0.096 0.1077 0.0258 0.1325
C 0.385 -0.418 0.297 0.5024 0.5251 -0.2603
C 1.897 -0.368 0.282 -0.0343 0.0497 0.0916
C 2.618 -1.252 -0.516 0.0352 0.1336 0.1061
C 3.999 -1.204 -0.540 0.1399 0.0407 0.0911
C 4.647 -0.257 0.238 -0.2403 0.0299 0.0522
F 5.980 -0.204 0.220 -0.0519 0.0010 -0.0113
C 3.949 0.639 1.032 0.2340 -0.0741 -0.0886
C 2.568 0.577 1.050 -0.0772 -0.1690 -0.1097
C -0.140 -0.359 -1.093 -0.4104 0.3346 -0.6077
N -0.314 -1.421 -1.852 0.4996 -0.0310 1.1264
N -0.780 -0.976 -3.010 -0.2188 -0.7577 -0.8494
N -0.895 0.279 -3.002 -0.3112 1.3001 -0.5922
N -0.500 0.731 -1.807 0.4441 -1.4675 0.6396
C -0.536 2.127 -1.475 -0.3997 0.6354 0.3272
C -1.637 2.447 -0.442 -0.0347 0.0847 -0.5880
C -1.974 3.944 -0.403 0.0687 -0.1495 0.1617
C -1.094 4.454 0.737 -0.0110 -0.2347 0.0569
C -1.124 3.266 1.689 -0.0263 0.3363 0.2785
O -1.186 2.100 0.865 0.0833 -0.1396 -0.0202
H 1.494 -1.966 2.226 -0.0665 0.0296 -0.1025
H 0.050 -1.187 2.903 -0.0475 0.0262 -0.1172
H 0.043 -2.929 2.584 -0.0686 0.0470 -0.1305
H 0.245 -2.445 0.236 -0.0727 0.1086 0.1293
H -1.932 -0.068 2.027 0.0659 0.1088 0.0546
H -4.367 -0.284 1.906 -0.0536 0.0717 0.0622
H -5.394 -2.122 0.622 -0.1108 -0.0110 -0.0058
H -3.963 -3.764 -0.540 -0.0340 -0.0855 -0.0606
H -1.516 -3.562 -0.427 0.0757 -0.0615 -0.0846
H -0.024 0.409 0.885 0.0190 -0.2676 -0.0060
H 2.102 -1.968 -1.141 -0.0252 -0.0691 -0.1169
H 4.573 -1.878 -1.154 0.0902 -0.0643 -0.0618
H 4.487 1.366 1.619 0.0870 0.0702 0.0555
H 2.010 1.269 1.663 -0.0792 0.0943 0.0911
H -0.741 2.648 -2.412 0.0757 -0.0584 0.0769
H 0.439 2.433 -1.086 -0.0629 0.0206 -0.0923
H -2.519 1.837 -0.677 0.1202 0.0823 -0.0079
H -3.026 4.076 -0.152 -0.0171 0.0131 -0.0517
H -1.776 4.440 -1.348 -0.0595 0.0305 -0.0734
H -0.079 4.643 0.387 0.0376 0.0401 0.0288
H -1.481 5.358 1.197 0.0315 0.0721 0.0161
H -2.016 3.297 2.327 0.0957 0.0180 -0.0083
H -0.237 3.187 2.321 -0.0742 0.0234 -0.0010
```
Forces are in eV/Å.

Computed properties:
E   -33321.58705 eV
LUMO level   -2.29 eV
SMILES   C[N@@H+](c1ccccc1)[C@@H](c1ccc(F)cc1)c1nnnn1C[C@@H]1CCCO1
Total charge   +1

(2)
Molecular formula: C24H47BClNO16PS
Method: DFT, ωB97M-V with the def2-TZVPD basis set

```
92
Properties=species:S:1:pos:R:3:forces:R:3
C -2.475 4.797 2.928 -0.0464 0.1568 0.2999
C -2.478 5.343 1.515 0.2041 0.1485 0.4760
O -2.661 4.348 0.539 -0.1507 0.3018 -0.2839
C -4.004 3.966 0.284 0.6494 -0.1850 -0.2537
C -4.227 3.912 -1.233 -0.1849 -0.0085 0.1080
O -4.330 2.591 -1.730 -0.0855 -0.2708 -0.1267
C -3.136 1.861 -1.478 0.4008 0.0281 0.2456
C -2.594 1.141 -2.710 -0.3862 0.6700 -0.0536
O -1.180 1.270 -2.727 -0.0061 -0.5324 -0.4812
C -0.452 0.119 -2.375 -0.1963 0.2928 0.6856
C 0.448 0.394 -1.122 -0.0147 -0.5250 -1.3154
C 1.718 1.138 -1.617 -0.2857 0.3505 0.1744
C 1.577 2.664 -1.811 0.4909 -0.0410 -0.1176
C 2.325 3.546 -0.799 0.0126 0.0564 -0.3440
Cl 1.293 4.811 -0.081 -0.0250 0.0319 0.1154
O -0.386 1.219 -0.304 0.5904 0.0323 0.4978
S -0.152 1.243 1.296 -0.3499 0.1059 1.6340
O -0.079 2.596 1.739 0.0947 0.1482 -0.7133
O -1.220 0.445 1.841 0.1148 -0.3301 -0.3835
C 1.426 0.448 1.542 -0.1838 0.0063 -1.1405
C 1.908 0.442 3.026 0.1548 -0.0257 -0.0101
O 3.055 -0.005 3.109 0.7918 -0.1872 -0.0678
O 1.124 0.825 3.891 -0.6217 0.1612 0.4026
C 1.385 -0.957 0.934 -0.5221 -0.0851 -0.1062
B 0.668 -2.032 1.880 -0.4062 -0.0722 -0.0307
O 0.238 -1.804 3.141 -0.2306 -0.1772 -0.2320
O 0.457 -3.281 1.330 0.5977 0.1229 0.1543
C 0.942 -4.385 2.069 -0.2612 -0.4305 0.1687
C 0.738 -0.996 -0.490 0.7798 0.6619 -0.2435
P 1.919 -1.944 -1.555 -0.0975 -1.4782 0.4854
N 2.249 -3.416 -1.102 0.0230 0.4371 -0.3161
H -3.439 4.373 3.212 -0.0330 -0.1434 -0.0996
H -2.277 5.606 3.636 0.0209 0.0858 -0.0194
H -1.692 4.055 3.056 -0.0246 -0.1620 -0.1020
H -3.226 6.141 1.420 -0.1680 -0.0692 -0.1327
H -1.513 5.815 1.328 0.0975 -0.1446 -0.1944
H -4.131 2.955 0.675 -0.3799 0.0132 0.1839
H -4.709 4.651 0.756 -0.0270 0.0605 0.1283
H -3.393 4.422 -1.722 0.0738 0.1169 0.0454
H -5.147 4.431 -1.498 -0.1193 -0.1468 -0.1020
H -3.246 1.163 -0.644 -0.2565 0.0095 0.0477
H -2.353 2.553 -1.170 0.1244 0.0231 -0.0089
H -2.913 0.101 -2.775 0.1299 -0.1481 0.0964
H -2.994 1.647 -3.590 0.0881 0.0657 -0.0682
H 0.146 -0.190 -3.231 0.1953 -0.0143 -0.0034
H -1.107 -0.714 -2.112 -0.2536 0.0847 -0.0930
H 2.587 0.897 -1.007 0.0342 0.1511 0.1546
H 1.947 0.746 -2.607 0.0420 -0.3019 0.0247
H 0.541 2.972 -1.904 -0.1539 -0.0948 0.1547
H 2.044 2.880 -2.772 -0.1495 0.0670 -0.1311
H 3.100 4.106 -1.313 0.1252 -0.0488 0.0091
H 2.817 2.972 -0.019 -0.2501 0.0212 0.2867
H 2.144 1.052 0.989 -0.0771 0.2571 0.0700
H 2.421 -1.294 0.823 0.1399 0.0350 0.4193
H 0.069 -0.871 3.352 0.4144 0.0859 0.3366
H 1.456 -4.090 2.984 -0.0146 0.1551 0.0350
H 1.642 -4.959 1.461 0.0170 0.0957 -0.2004
H 0.119 -5.041 2.358 -0.0872 -0.0049 -0.0248
H -0.192 -1.560 -0.452 -0.0573 -0.1067 -0.1283
H 3.084 -1.159 -1.550 -0.2084 0.3622 -0.0449
H 1.432 -1.918 -2.877 0.0437 0.4850 -0.0509
H 1.992 -4.057 -1.842 -0.0472 -0.2258 0.1666
C 5.826 -0.112 1.165 0.1837 0.0413 -0.2929
C 6.267 -0.847 2.408 -0.4262 0.2576 0.0885
O 7.076 -1.999 2.074 0.0199 -0.0349 0.0852
C 8.336 -1.753 1.767 -0.1072 -0.0319 0.0526
O 8.890 -0.683 1.763 0.0705 0.0614 -0.0294
O 8.927 -2.919 1.463 0.0431 -0.0439 -0.0151
C 10.287 -2.795 1.059 0.1087 -0.0927 -0.0236
H 5.323 -0.797 0.480 -0.1058 -0.0159 0.0787
H 5.136 0.686 1.434 -0.0720 -0.0743 0.0965
H 6.677 0.319 0.635 0.0276 0.0176 0.0763
H 5.398 -1.232 2.935 0.0321 -0.1358 -0.0457
H 6.809 -0.196 3.091 0.1662 -0.0447 -0.0769
H 10.865 -2.236 1.793 -0.0241 0.0729 -0.0221
H 10.352 -2.306 0.087 0.0230 0.0810 0.0351
H 10.678 -3.806 0.982 -0.0913 -0.0374 0.0062
C -7.771 -3.236 -3.669 0.0681 0.1816 0.0791
C -7.064 -4.358 -2.938 -0.2448 -0.1216 -0.1954
O -5.853 -3.907 -2.319 0.0330 -0.0510 -0.0322
C -6.014 -3.251 -1.166 0.1056 0.0001 0.0192
O -7.064 -3.044 -0.615 -0.0911 0.0135 0.0235
O -4.816 -2.877 -0.735 0.0343 -0.0059 -0.0010
C -4.828 -2.105 0.473 0.1716 0.1739 0.2212
H -7.093 -2.758 -4.377 -0.0098 -0.0683 -0.0585
H -8.633 -3.624 -4.212 0.0077 -0.0278 -0.0101
H -8.116 -2.474 -2.971 -0.0355 -0.0483 0.0369
H -6.755 -5.131 -3.639 0.1433 0.0211 0.0315
H -7.711 -4.820 -2.194 0.0239 0.0915 0.0855
H -5.381 -2.613 1.259 -0.1046 -0.0182 -0.0710
H -5.257 -1.123 0.284 -0.0942 -0.0320 0.0159
H -3.794 -1.989 0.784 0.0549 -0.0562 -0.1410
```
Forces are in eV/Å.

Computed properties:
E   -93225.44769 eV
LUMO level   2.24 eV
Total charge   -1

(3)
Molecular formula: C28H12BrCl3F5N2O3Re
Method: DFT, ωB97M-V with the def2-TZVPD basis set

```
55
Properties=species:S:1:pos:R:3:forces:R:3
Re 0.302 0.034 -0.331 0.0213 -0.3627 1.2804
Br -5.642 -3.689 -3.010 0.0870 0.0166 0.0407
C -3.961 -3.010 -2.487 -0.1102 -0.0154 -0.0564
C -2.877 -3.891 -2.320 -0.0336 0.0909 -0.0023
C -1.647 -3.419 -1.946 0.2453 0.0796 0.1191
C -1.444 -2.051 -1.685 -0.6096 -0.1118 -0.1423
O -0.266 -1.647 -1.290 0.6104 0.7509 0.2418
C -2.531 -1.161 -1.900 0.2941 -0.1922 0.1913
C -2.334 0.236 -1.878 0.1189 0.0794 -0.1155
N -1.256 0.851 -1.474 -0.0161 -0.1602 0.2637
C -1.063 2.236 -1.718 0.0058 0.3032 -0.0654
C -2.013 3.208 -1.898 0.0612 -0.2237 0.0432
C -1.604 4.531 -2.157 0.0566 0.1080 -0.0396
C -0.281 4.872 -2.231 -0.0763 0.0798 -0.0320
C 0.718 3.894 -2.030 -0.0135 -0.1940 0.0507
C 2.111 4.131 -2.037 0.0055 -0.0810 -0.0064
C 2.978 3.097 -1.798 0.0449 0.1113 -0.0465
C 2.477 1.822 -1.514 -0.0672 -0.0801 -0.0555
N 1.180 1.570 -1.499 0.2488 -0.0525 0.0055
C 0.301 2.581 -1.765 -0.1099 0.0518 -0.0290
C -3.788 -1.670 -2.303 -0.0934 -0.0165 -0.0320
H -3.021 -4.949 -2.489 -0.0019 -0.0014 -0.0154
H -0.801 -4.083 -1.824 -0.0397 -0.0306 0.0215
H -3.121 0.845 -2.315 0.0171 0.0421 -0.0017
H -3.069 2.984 -1.828 -0.0022 -0.0067 -0.0003
H -2.363 5.288 -2.298 0.0089 0.0040 0.0102
H 0.009 5.895 -2.431 0.0187 -0.0113 -0.0004
H 2.484 5.130 -2.225 -0.0031 0.0038 0.0015
H 4.047 3.250 -1.787 -0.0025 -0.0058 -0.0344
H 3.142 1.000 -1.281 -0.0208 0.0021 0.0841
H -4.615 -0.988 -2.458 0.0226 0.0150 -0.0231
Cl 0.040 1.327 6.753 -0.0473 -0.0041 0.1586
C 0.318 1.357 5.057 0.0885 0.0142 -0.3007
C -0.724 1.086 4.183 -0.0868 -0.0089 0.1528
C -0.470 1.110 2.829 0.5172 0.1013 -0.1399
Cl -1.741 0.789 1.696 -0.3976 -0.0542 -0.0326
C 0.794 1.385 2.291 -0.1205 -0.0232 0.6452
O 1.040 1.404 0.986 -0.5158 -0.5978 -1.0723
C 1.813 1.665 3.212 -0.2339 -0.0995 -0.2489
Cl 3.386 2.010 2.599 0.1237 0.0188 -0.0023
C 1.585 1.650 4.575 0.0192 0.0319 0.1005
H -1.710 0.854 4.560 -0.0046 0.0073 -0.0280
H 2.395 1.863 5.258 -0.0057 -0.0041 -0.0001
F 2.946 -6.066 1.483 0.0224 -0.0143 0.0063
C 2.374 -4.871 1.417 -0.0275 0.0389 0.0110
C 1.352 -4.540 2.294 0.0566 -0.0140 -0.0280
F 0.954 -5.417 3.205 -0.0201 -0.0207 0.0102
C 0.746 -3.298 2.218 -0.1166 0.2170 -0.1355
F -0.239 -2.985 3.057 -0.0168 -0.0616 0.0328
C 1.139 -2.364 1.263 0.2389 -0.5346 -0.1260
O 0.562 -1.160 1.206 0.0251 0.6480 -0.7082
C 2.185 -2.716 0.414 -0.1927 0.2639 0.1603
F 2.610 -1.781 -0.466 -0.0041 -0.0676 -0.1089
C 2.801 -3.948 0.474 0.0234 -0.0466 0.0172
F 3.794 -4.250 -0.355 0.0080 0.0175 -0.0193
```
Forces are in eV/Å.

Computed properties:
E   -161674.67764 eV
LUMO level (alpha / beta)   -4.45 / -4.81 eV
Total charge   +1
Energy above the lowest of the compared OMol25 structures with the same formula, charge and spin   0.581 eV
Spin multiplicity   4